(1)
Here is a structure of composition C28H27BBr48F7IN2O6S at a distorted geometry from the Open Molecules 2025 dataset. Energies are from ωB97M-V/def2-TZVPD.

Structure (XYZ):
```
121
Properties=species:S:1:pos:R:3:forces:R:3
C -0.80341 5.08566 3.69403 -0.2 0.0 -0.3
C -0.63508 4.86263 2.17477 0.4 -0.5 1.3
B 0.14498 3.51434 1.92943 -0.7 0.1 0.2
O 0.17104 2.56662 2.93470 0.6 0.3 -0.6
C 0.97616 3.17866 0.54198 0.3 0.0 0.0
C 1.30519 4.48984 -0.00705 0.4 1.3 -0.7
N 1.61819 5.54277 -0.37504 -0.5 -1.1 0.5
C 2.29440 2.51644 1.01353 0.7 0.9 0.1
C 3.41290 2.42360 -0.02318 0.2 -0.6 -0.6
O 3.56232 1.50329 -0.76117 -0.1 0.3 0.4
I 4.88178 4.03208 -0.11120 -0.7 -0.4 0.2
C 0.11193 2.30342 -0.43708 -0.3 0.0 1.4
C -1.27866 2.39583 0.01809 -3.2 0.3 -0.2
N -2.41562 2.44745 0.29383 2.7 -0.2 -0.4
C 0.43346 0.80936 -0.30649 0.0 -1.1 -0.6
O 0.12350 0.43555 1.01764 0.0 0.4 0.3
O 0.49635 -0.92939 1.11607 0.4 -0.2 0.0
S 0.30613 2.66449 -2.21331 1.6 -1.1 -1.9
O 1.67081 2.98893 -2.47592 0.2 1.1 1.0
O -0.12365 1.54246 -2.98471 -1.4 -0.2 0.5
C -0.69360 4.11267 -2.86026 -0.6 0.0 -0.1
F -0.18436 5.27398 -2.51969 0.2 0.7 0.8
F -0.46841 3.99936 -4.15823 0.2 -0.7 -0.9
C -2.24692 4.09143 -2.67444 0.0 0.6 -0.3
F -2.76355 4.57584 -3.80407 -0.2 0.5 -0.7
F -2.71283 2.85898 -2.59089 0.0 -1.0 0.7
C -2.79195 5.01649 -1.53996 -0.1 0.4 -0.5
F -1.91939 5.21357 -0.56741 0.4 -0.2 0.5
F -3.91156 4.54138 -1.05294 -0.5 -0.5 0.4
F -3.06847 6.19856 -2.07170 0.1 0.6 -0.2
H -1.32412 6.01805 3.87422 -0.1 0.3 0.1
H -1.38781 4.30323 4.16290 0.0 -0.2 0.0
H 0.15833 5.14281 4.19104 0.2 0.0 0.2
H -1.64311 4.73673 1.78334 0.0 0.2 -0.5
H -0.13196 5.74398 1.79398 -0.2 0.1 -0.7
H 0.90751 2.80387 3.50818 -0.1 -0.3 0.6
H 2.69219 3.17841 1.78066 0.0 0.1 0.2
H 2.14413 1.55852 1.49428 -0.2 -0.3 -0.2
H 1.46234 0.58036 -0.57295 0.2 0.2 0.1
H -0.20030 0.22555 -0.96626 -0.2 0.1 -0.3
H -0.33663 -1.38112 1.32230 -0.2 0.2 0.0
C -2.88224 -2.28588 -2.24671 -0.1 0.0 -0.1
Br -1.70474 -2.85202 -0.82622 -0.1 0.0 -0.1
Br -3.16128 -0.38188 -2.21168 0.0 -0.1 0.0
Br -2.27481 -2.89212 -3.96646 0.0 0.1 0.1
H -3.84122 -2.75129 -2.06641 0.0 0.0 0.0
C -0.72006 8.69063 6.12184 -0.1 0.0 0.0
Br -1.33034 7.74680 7.68496 0.0 0.0 -0.1
Br 0.80697 7.82893 5.32587 0.1 0.2 0.1
Br -2.12544 8.93747 4.83137 0.0 0.0 0.1
H -0.40646 9.67227 6.44763 0.0 0.0 0.0
C -1.38881 -2.95525 4.16959 0.0 0.1 0.1
Br -0.30245 -3.49482 5.66390 -0.1 0.0 -0.1
Br -1.64311 -1.04922 4.11234 0.0 -0.1 0.0
Br -0.70580 -3.62475 2.49515 0.1 -0.2 0.1
H -2.36703 -3.40504 4.28592 0.3 0.1 0.1
C 7.91965 7.70408 -0.60734 0.0 0.0 0.0
Br 8.02320 8.02454 -2.50239 0.0 0.0 0.1
Br 6.63509 8.85827 0.24344 0.0 -0.1 0.0
Br 7.56583 5.84716 -0.22023 0.4 0.3 0.0
H 8.88734 7.93788 -0.18938 0.0 0.0 0.0
C -2.39832 -5.72458 -7.19848 0.0 0.0 0.0
Br -1.23342 -7.17624 -7.68431 0.0 0.0 0.0
Br -1.44721 -4.05284 -7.09416 0.0 -0.1 -0.1
Br -3.92634 -5.59197 -8.35765 0.2 -0.2 -0.2
H -2.77184 -5.93843 -6.20818 0.0 0.0 0.0
C -5.47577 -2.87592 5.77675 0.1 0.1 0.1
Br -4.42057 -3.44474 7.28175 0.0 0.2 -0.1
Br -5.69983 -0.96509 5.73757 0.0 -0.1 0.0
Br -4.74876 -3.54577 4.12286 -0.4 0.0 0.0
H -6.45859 -3.31032 5.88740 0.0 0.0 0.0
C -5.56386 6.04729 4.49483 0.1 0.0 0.0
Br -4.53971 5.67695 6.08337 0.0 0.0 -0.1
Br -6.14940 7.88247 4.44166 0.0 -0.1 0.0
Br -4.59524 5.56485 2.89986 0.0 0.0 0.0
H -6.44858 5.42977 4.53108 0.0 0.0 0.0
C -3.78484 -7.20225 8.47881 0.0 0.0 -0.1
Br -2.73957 -6.80217 6.90864 0.0 -0.1 0.1
Br -5.66314 -6.85877 8.20452 0.1 -0.1 0.0
Br -3.47832 -9.00000 9.09575 0.0 0.1 0.0
H -3.45114 -6.53665 9.26096 0.0 0.0 0.0
C 0.88802 -9.09174 -4.24749 0.0 0.0 -0.1
Br 0.49962 -7.31358 -3.61336 0.0 -0.1 -0.1
Br -0.72447 -10.09331 -4.58904 0.1 0.1 0.0
Br 2.05666 -9.06224 -5.77962 -0.1 0.0 0.1
H 1.41551 -9.60452 -3.45742 0.0 0.0 0.0
C 1.96089 10.29726 8.56502 0.1 0.0 0.0
Br 0.49521 11.54416 8.39666 0.1 -0.1 0.0
Br 3.66120 11.17694 8.38597 -0.1 -0.1 -0.1
Br 1.85295 9.28423 10.19955 0.0 0.1 -0.1
H 1.87713 9.59355 7.74817 0.0 0.0 0.0
C 5.72240 13.83260 10.91922 0.0 0.0 0.0
Br 3.82155 13.68911 11.20317 0.1 0.0 0.0
Br 6.53784 12.11443 10.59378 0.0 0.1 0.0
Br 6.13988 15.09135 9.52283 0.0 -0.1 0.0
H 6.15013 14.21625 11.83300 0.0 0.0 0.0
C -7.57133 -4.66613 0.88643 0.0 0.0 0.0
Br -8.84304 -3.22335 0.80273 0.1 -0.1 0.0
Br -5.76776 -4.03486 0.63926 0.0 0.0 -0.1
Br -7.75241 -5.68411 2.51222 0.0 0.0 -0.1
H -7.78998 -5.33393 0.06680 0.0 0.0 0.0
C 5.76078 -9.54547 -8.35804 0.1 -0.1 0.1
Br 6.21428 -11.40095 -8.57753 -0.1 0.3 0.3
Br 4.01968 -9.15270 -9.09507 0.0 0.0 0.1
Br 5.90715 -8.97784 -6.52191 0.0 0.0 -0.1
H 6.47936 -8.97241 -8.92493 0.0 0.0 0.0
C 10.04651 -13.23649 -9.71793 0.0 0.0 0.0
Br 9.76297 -12.52835 -7.94817 0.0 -0.1 -0.1
Br 8.75688 -14.59800 -10.17276 0.0 0.1 0.1
Br 10.09913 -11.84274 -11.04549 -0.1 -0.1 0.1
H 11.01606 -13.71120 -9.71351 0.0 0.0 0.0
C -6.21184 -3.60966 -5.36034 0.1 0.1 -0.1
Br -6.15321 -2.35360 -3.89810 0.0 0.0 0.0
Br -5.64779 -2.80145 -7.01428 -0.1 0.1 0.3
Br -5.22220 -5.21771 -4.95484 -0.2 0.1 0.1
H -7.24381 -3.90073 -5.48530 0.0 0.0 0.0
C 3.94884 -12.18313 -12.01308 0.0 0.0 0.0
Br 5.68267 -12.89779 -11.58395 -0.1 -0.2 -0.4
Br 4.05941 -10.81638 -13.36570 0.0 -0.1 0.1
Br 2.70412 -13.57079 -12.49969 0.1 0.1 0.0
H 3.56892 -11.71272 -11.11650 0.0 0.0 0.0
```
Forces are in eV/Å.

Summary:
* HOMO energy: -9.563 eV
* lowest unoccupied orbital energy: -0.4 eV

=====

(2)
Here is an isolated molecule of C7H12O2S2 at a distorted geometry from the Open Molecules 2025 dataset. Energies are from ωB97M-V/def2-TZVPD.

Structure (XYZ):
```
23
Properties=species:S:1:pos:R:3:forces:R:3
C -1.70915 1.44311 -0.11678 -3.2 -0.6 -1.0
C -1.55823 0.13886 -0.26936 -1.0 0.1 -0.4
C 2.28791 -1.08180 0.92951 -0.1 -1.1 2.3
C 3.33982 -1.45554 -0.14956 0.4 1.5 2.4
C -0.33965 -0.54687 -0.04121 2.5 -0.6 1.0
C -3.04783 2.16848 -0.15027 0.4 -1.0 1.2
C -2.75771 -0.69258 -0.48456 0.0 1.3 2.0
O 4.96282 0.62496 0.30529 -0.5 0.1 0.2
O 2.58601 0.93910 -0.64149 0.6 0.0 0.0
S 1.01131 0.18196 0.58572 -0.2 -0.2 -0.5
S 3.99094 0.25739 -0.73403 -0.6 -0.9 -0.2
H -0.84363 1.91987 -0.01672 3.2 2.7 0.6
H 1.69566 -1.87603 1.52098 0.9 0.6 -1.5
H 2.91041 -0.66620 1.79299 -0.9 0.1 -1.2
H 4.17743 -1.93925 0.44175 -0.9 0.3 -1.2
H 2.97680 -1.96724 -0.99495 -0.4 -0.9 -0.9
H -0.32818 -1.61581 -0.21728 0.3 0.0 -0.4
H -3.77359 1.43074 0.31607 0.4 1.3 -0.5
H -2.94641 3.08185 0.47841 -0.4 -0.6 -0.6
H -3.39105 2.41955 -1.16434 0.2 0.0 0.3
H -3.48234 -0.33407 -1.13820 -1.2 1.1 -1.1
H -2.59569 -1.64544 -0.75629 1.1 -3.4 -1.2
H -3.16564 -0.78501 0.50430 -0.9 -0.1 0.6
```
Forces are in eV/Å.

Summary:
* HOMO energy (spin up / spin down): -7.710 / -7.713 eV
* lowest unoccupied orbital energy (spin up / spin down): -1.0 / -1.0 eV

=====

(3)
Here is a cluster of 5 separate species, C9H14Cl2N4 in total at a distorted geometry from the Open Molecules 2025 dataset. Energies are from ωB97M-V/def2-TZVPD.

Structure (XYZ):
```
29
Properties=species:S:1:pos:R:3:forces:R:3
Cl -1.25956 -1.33217 -2.29316 0.3 0.1 -0.1
C -0.35490 -0.40089 -1.08300 -0.3 -0.4 0.8
Cl -1.32526 -0.32539 0.44270 0.3 0.2 -0.4
H 0.54594 -0.94072 -0.79708 -0.1 0.1 -0.3
H -0.16626 0.60419 -1.44440 -0.1 -0.1 0.1
C 0.15595 2.57497 -4.99608 0.5 -0.3 0.2
C -0.42824 2.59972 -3.64410 0.6 0.1 -1.4
N -0.83504 2.73849 -2.58757 -0.3 -0.1 0.9
H 1.23399 2.76051 -4.93296 -0.2 0.0 0.2
H -0.26601 3.36729 -5.60095 -0.2 0.1 -0.1
H 0.05377 1.61057 -5.50602 -0.3 0.2 0.3
C 0.26716 -1.53053 3.89251 0.1 0.4 -0.9
C -0.43387 -2.80268 4.08281 1.1 1.0 -0.1
N -0.89145 -3.83744 4.24112 -0.5 -0.5 0.0
H 0.89166 -1.21794 4.69356 0.3 -0.3 1.3
H -0.39798 -0.69656 3.72673 -0.5 0.0 -0.1
H 0.97704 -1.52469 3.05981 -0.4 -0.6 -0.2
C -0.94586 -4.19697 0.65003 0.7 0.9 0.0
C 0.41723 -3.75813 1.10294 -3.1 -1.4 -1.4
N 1.45198 -3.36412 1.32835 2.2 0.8 0.6
H -1.60703 -3.37173 0.92969 -0.1 -0.3 0.1
H -1.26514 -5.11908 1.13535 0.1 0.1 -0.1
H -0.98647 -4.26048 -0.45770 0.2 -0.2 0.7
C 0.58190 4.17106 0.63851 2.3 -0.7 -0.4
C 1.27470 2.84717 0.71544 -0.8 1.5 -0.5
N 1.86547 1.86929 0.72127 0.2 -0.6 0.1
H -0.07772 4.25470 -0.20908 -0.2 -0.1 -0.1
H 1.38121 4.92874 0.62588 -0.2 -0.2 -0.5
H 0.14276 4.35283 1.56538 -1.4 0.1 1.4
```
Forces are in eV/Å.

Summary:
* HOMO energy: -10.880 eV
* lowest unoccupied orbital energy: 0.4 eV